C5H20FMgO5 as an isolated structure at a distorted geometry. Source: the Open Molecules 2025 dataset; level of theory: the ωB97M-V functional and the def2-TZVPD basis.

Summary:
- relative energy (zero: lowest compared OMol25 entry of this formula, charge and spin) (kcal per mole) = 57.85
- 2S+1 = 1
- LUMO energy (eV) = -5.611
- net charge = +1
- electronic energy (Ha) = -878.38974
- HOMO energy (eV) = -11.45
- molecular weight (g mol⁻¹) = 203.5

Each line ends with the Löwdin charge.
Element x y z (Å)
Mg 21.31199 -10.70648 -11.61692  1.1552
F 20.52556 -10.36582 -13.31136  -0.4379
C 19.31664 -7.19761 -15.22753  -0.1502
O 19.81725 -8.51483 -15.38630  -0.1365
H 19.52968 -6.62536 -16.12435  0.0810
H 18.24175 -7.20868 -15.00947  0.0732
H 19.77710 -6.71429 -14.35599  0.0703
H 19.95646 -8.91725 -14.52068  0.0166
C 22.50420 -11.98044 -15.74682  -0.1801
O 21.45244 -11.04987 -15.85531  -0.1163
H 22.45408 -12.57257 -14.81847  0.0640
H 22.46690 -12.72087 -16.54826  0.0800
H 23.50211 -11.52298 -15.80143  0.0687
H 21.25536 -10.80864 -14.93766  0.0107
C 18.25752 -10.32217 -11.09663  -0.0326
O 19.49530 -11.02153 -10.76406  -0.1786
H 17.99790 -9.71249 -10.23307  0.1006
H 18.33732 -9.72536 -11.99752  0.0860
H 17.47734 -11.06554 -11.24813  0.1079
H 19.29810 -11.72146 -10.13166  0.1217
C 24.26113 -9.24693 -12.76293  -0.0188
O 23.24873 -10.26122 -12.41699  -0.1911
H 23.80558 -8.27579 -12.59882  0.0987
H 25.06132 -9.38545 -12.03697  0.0979
H 24.61538 -9.34003 -13.78452  0.1039
H 23.76902 -11.07751 -12.46113  0.1053
C 17.76792 -10.86098 -15.26425  -0.1810
O 18.68364 -10.93090 -16.33560  -0.1062
H 16.75622 -10.73622 -15.67164  0.0814
H 17.73827 -11.77492 -14.65560  0.0730
H 17.91996 -10.02293 -14.58918  0.0477
H 18.38692 -11.67871 -16.86308  0.0856